(1)
A molecular structure, C3H4O3Rb at a distorted geometry, computed with ωB97M-V/def2-TZVPD.

XYZ file:
```
11
C3H4O3Rb ωB97M-V/def2-TZVPD
H 1.5251 -2.3690 -0.2982
O -0.9375 1.8116 1.1594
O -1.0913 0.4317 -0.6177
C -0.0036 -0.9183 -0.1734
H 2.0181 -0.6116 -0.6487
C -0.8375 0.7514 0.6393
H -0.7183 -1.7801 -0.2325
O 0.0510 -0.2542 0.9774
H 1.0762 -1.6337 -1.8585
C 1.2867 -1.4189 -0.8018
Rb -2.3690 5.9912 1.8546
```

For the frontier orbital gap (spin up / spin down), the calculation gives 12.4 / 6.8 eV. Its expectation value of S² is 0.78. The largest force on an atom comes out at 0.06868 hartree/bohr. The LUMO energy (spin up / spin down) is -8.2 / -13.6 eV. The value obtained for the energy above the lowest of the compared OMol25 structures with the same formula, charge and spin is 0.0 kcal/mol. As for the spin multiplicity: 2. Its charge is +2. The highest occupied orbital energy (spin up / spin down) is -20.55 / -20.43 eV.


(2)
A single C6H6 molecule, computed with ωB97M-V/def2-TZVPD.

XYZ file:
```
12
C6H6 ωB97M-V/def2-TZVPD
H -1.8502 -1.0662 -1.1120
C 0.4580 -0.1373 -0.0609
H 1.9659 -1.4592 0.3966
H -0.6125 2.5434 0.8595
C 0.9401 1.0557 0.2971
C -1.0154 0.9456 -0.4985
C -1.2605 -0.2432 -0.7632
H 0.0434 2.7773 -0.7932
H 1.0462 -1.9711 -1.0432
C -0.2099 2.0452 -0.0243
C 0.9627 -1.5329 -0.0416
H 0.3535 -2.1969 0.5829
```

For the frontier orbital gap, the calculation gives 8.1 eV. The largest force on an atom comes out at 0.01086 hartree/bohr. The LUMO energy is 0.6 eV. The value obtained for the energy above the lowest of the compared OMol25 structures with the same formula, charge and spin is 165.3 kcal/mol. Its charge is 0. The highest occupied orbital energy is -7.48 eV.


(3)
A molecular structure, C41H54BCdN11O2S3Se at a distorted geometry, computed with ωB97M-V/def2-TZVPD.

XYZ file:
```
114
C41H54BCdN11O2S3Se ωB97M-V/def2-TZVPD
O -3.5051 0.0184 0.9101
H 2.1381 3.3223 4.4998
C -2.3582 -3.3030 2.9410
C 5.6597 -1.2222 -0.2915
C -6.2522 1.7747 3.5499
H 0.8365 4.9119 -1.3592
C -0.7011 -3.6172 -3.6303
N -1.4253 -4.1405 5.0413
H 3.5243 3.3101 2.2651
C 0.0791 3.7746 -3.0574
H -7.4434 -0.0764 0.3917
S 1.0628 0.1537 -2.1015
C -1.0131 3.9329 4.5804
H 7.2628 -1.7016 1.1780
S -1.0180 2.0032 1.1164
H 2.2102 2.7064 -4.9833
C -2.5594 1.5065 -2.0390
H -4.4854 -1.7265 -0.6561
C 0.3933 2.4945 1.8571
H -2.3163 1.5609 4.8677
N 4.8223 -0.0110 -0.5250
N 0.5333 2.5014 3.2469
H 6.1881 -1.2452 -2.4403
B 2.2280 2.7247 -0.1731
C -5.1981 -0.9478 -0.5108
C 0.1991 -4.6591 -3.3544
C -2.1748 -2.5834 1.7914
C 0.1076 1.8308 5.5671
Se -2.9691 3.2446 -2.4434
C 0.7521 1.7804 -2.2388
H 1.8576 -7.0814 -4.8580
H -4.2641 1.3489 2.8459
N 1.6694 2.6763 1.2973
H -1.3973 2.9057 -5.5629
H 5.6618 -1.2767 1.9413
C 4.9146 0.7736 -1.6870
N -2.1341 0.4219 -1.8233
C 0.6981 3.9642 -1.8713
C -7.6406 1.7382 3.2281
N 1.4271 -6.5628 -4.0624
H -2.8729 -2.7002 0.9784
C 4.7772 -2.5073 -0.3077
N -0.4410 -2.6168 -1.4241
H -8.2963 2.3287 3.8984
N -1.0998 -1.7903 1.6200
C -0.9966 -2.6213 -2.6714
C -5.3367 1.2574 2.6617
C -0.1747 -2.6205 3.7005
H -0.2941 2.3595 -6.8346
H 1.3989 -5.4258 -1.6626
O 0.1597 -5.4432 -5.6186
C -7.1459 0.4368 1.2874
H -5.2380 -0.4210 -1.4399
N 0.2493 2.4142 -3.3981
H -1.6113 -1.7011 -2.9101
C 0.3977 -3.6241 -1.1310
C 0.5494 -5.6152 -4.4403
C 0.2598 1.8509 -4.8619
H -1.8043 3.8945 5.4133
H -9.1686 0.9796 1.8357
H -6.2120 -1.3461 -0.3978
C 1.8178 2.9839 3.5232
H 2.2170 0.8715 -4.5836
H 6.6490 0.0556 1.2804
H 1.0112 2.3537 5.8588
C -4.6936 -0.1018 0.6529
H -1.2797 0.6018 3.6010
H 7.3409 -0.3854 -1.4297
H -1.4854 4.3607 3.6575
C 0.6683 -4.6768 -2.0055
C -0.5697 2.4695 4.3366
H -3.2915 -3.7866 3.1385
H -2.3077 2.0634 3.1767
S 3.2988 -0.1601 1.6815
H -0.5353 -4.4774 5.3787
C 6.6583 -1.2371 -1.4714
H 0.8285 -1.2801 2.3413
H -1.2202 -3.6561 -4.5886
H 5.7766 0.7111 -2.4184
H -5.9672 2.2583 4.5091
H 4.4216 -2.7117 -1.3198
C 1.7392 1.6955 -5.1711
C 3.8234 0.5397 0.3071
H 1.8217 1.4367 -6.2229
H -2.2519 -4.7434 5.1482
C 6.3791 -1.0049 1.1185
H 0.6920 -2.6872 4.3921
H 0.4193 0.7793 5.4114
C -0.3550 2.8158 -5.8719
H -0.5554 1.8531 6.3839
C 2.4704 3.0529 2.3658
H 1.7902 -6.6578 -3.1122
C 4.0229 1.7768 -1.5496
C -5.7738 0.4681 1.5404
C -1.3196 -3.4037 3.8892
C -0.0761 -1.8589 2.5463
H 0.0994 -0.3206 -4.5340
H -0.1877 4.6133 4.9292
H -0.5851 4.4585 -3.5449
C -8.0798 1.0866 2.0859
N 1.1646 2.7635 -1.3623
H -1.5430 0.4394 -4.6491
H -0.4822 0.3395 -6.0518
H 2.8262 3.8023 -0.1465
C -1.6972 1.6072 3.9366
H 3.9674 -2.3635 0.3964
H 3.8840 2.6779 -2.1883
H 5.3556 -3.4181 -0.0559
N 3.3398 1.6475 -0.4072
H 7.2854 -2.1074 -1.3927
H 0.2359 3.7728 -5.8883
Cd -0.6402 -0.4113 -0.1967
C -0.5055 0.4632 -4.9788
H 0.9285 -3.6837 -0.1912
```

For the frontier orbital gap, the calculation gives 6.2 eV. The largest force on an atom comes out at 0.07328 hartree/bohr. The LUMO energy is -0.4 eV. The value obtained for the energy above the lowest of the compared OMol25 structures with the same formula, charge and spin is 6.6 kcal/mol. Its charge is 0. The highest occupied orbital energy is -6.63 eV.


(4)
A molecular structure, C21H39NOP2Sn at a distorted geometry, computed with ωB97M-V/def2-TZVPD.

XYZ file:
```
65
C21H39NOP2Sn ωB97M-V/def2-TZVPD
H -5.4386 2.8652 3.2653
H -6.6906 0.8468 2.1496
C -4.6366 2.6716 2.5639
C -5.8104 0.7655 1.5138
H -1.4272 3.0303 1.3790
H 0.8494 4.2039 -1.7062
H -0.5799 0.5718 -3.1545
H -4.8150 3.2837 1.6654
C -3.3981 -2.7445 2.1561
C -4.4564 0.4082 3.5891
H -3.2667 -3.5986 1.4754
H -5.7595 -0.3038 1.2006
H -4.4910 -0.6917 3.4075
H -3.1431 1.9136 -1.9267
C 5.2253 -1.8060 0.5018
H -1.4137 3.1316 -0.4808
H -4.3170 -2.2019 1.8734
O -1.7696 0.4065 0.0409
C 2.4165 0.8240 -2.8970
H 1.9798 -0.1742 -3.1262
H 2.5906 3.6880 -1.4709
H 1.8829 3.7659 -3.1616
C -3.2913 0.8556 1.4468
C -2.6285 1.5768 0.2167
H -4.2262 0.7066 -1.0980
H -2.8406 3.6343 0.4276
H -3.4575 -3.1032 3.1923
C -4.5327 1.1666 2.2586
H 2.6479 1.4002 -3.8224
H 6.1218 -3.6685 -0.2244
H -3.6910 3.0183 3.0275
H 6.1941 -1.4565 1.0291
C -1.9861 2.9507 0.4024
C 4.0633 -3.5781 -0.8943
P -1.9507 -1.7097 1.9950
H 4.0536 -4.5386 -1.4475
Sn 1.1319 0.8971 0.3998
C -1.3162 -1.1608 3.5855
H -0.2833 -1.5204 3.6705
P 1.1426 1.7999 -1.9801
C -2.4712 -0.1649 1.1608
N 1.6086 -0.9378 -0.0743
H 3.3166 0.7163 -2.2516
H -1.2524 2.1007 -2.4070
H -1.0303 -2.5317 -0.0323
C -0.7233 -2.5314 1.0209
H -5.9921 1.3509 0.6236
H -1.3155 -0.0570 3.6404
H 4.0182 -0.0861 1.0453
H -1.9318 -1.5944 4.3874
H -0.6495 -3.5629 1.4015
H -4.3985 2.4560 -0.7364
H 0.2500 -2.0196 1.1023
C -0.4032 1.6538 -2.9683
H 1.9741 -3.0584 -1.3119
C -3.5993 1.6711 -0.8943
C 2.9018 -2.7558 -0.8248
C 1.6747 3.5611 -2.0886
H -1.6743 2.0424 1.0900
C 5.2204 -3.0441 -0.1868
H -0.2182 2.2002 -3.9219
H -5.3341 0.6771 4.2010
C 2.7867 -1.5064 -0.0985
C 4.0526 -1.0600 0.5089
H -3.5444 0.6834 4.1111
```

For the frontier orbital gap (spin up / spin down), the calculation gives 4.3 / 4.8 eV. The largest force on an atom comes out at 0.10750 hartree/bohr. The LUMO energy (spin up / spin down) is 0.0 / 0.1 eV. The value obtained for the energy above the lowest of the compared OMol25 structures with the same formula, charge and spin is 41.1 kcal/mol. Its charge is 0. The highest occupied orbital energy (spin up / spin down) is -4.24 / -4.66 eV.


(5)
2 unconnected molecules or ions with the total composition C3H7N2O2 at a distorted geometry, computed with ωB97M-V/def2-TZVPD.

XYZ file:
```
14
C3H7N2O2 ωB97M-V/def2-TZVPD
H 2.0660 0.5490 2.4135
H -1.0716 -0.9726 -2.9846
H 1.5537 1.0076 0.2041
C 0.3488 -0.0541 1.7519
H -1.3422 -1.1050 1.1312
H -2.4403 -0.2400 -2.1980
N -1.4347 -0.3407 -2.2790
C -0.6247 0.3258 -1.5543
N 0.2746 1.0123 -1.2613
C -0.2916 -0.9274 0.9940
O 1.6911 0.2219 1.5859
H -0.1632 0.5059 2.5256
H 0.2265 -1.5292 0.2657
O 1.2076 1.5466 -0.5948
```

For the frontier orbital gap, the calculation gives 10.1 eV. The largest force on an atom comes out at 0.05072 hartree/bohr. The LUMO energy is -3.8 eV. The value obtained for the energy above the lowest of the compared OMol25 structures with the same formula, charge and spin is 94.7 kcal/mol. Its charge is +1. The highest occupied orbital energy is -13.89 eV.


(6)
2 unconnected molecules or ions with the total composition C2H7N2O at a distorted geometry, computed with ωB97M-V/def2-TZVPD.

XYZ file:
```
12
C2H7N2O ωB97M-V/def2-TZVPD
C 2.1483 0.4292 -0.5499
C 0.8152 -0.1527 -0.0803
H 2.1123 0.8031 -1.5613
H 0.4656 -1.9203 -0.6679
H -1.7715 -1.0014 0.3287
O 1.0475 1.0881 0.2510
H -2.3853 0.5587 -0.1957
N -1.9178 0.0967 0.5599
N 0.0785 -1.1350 -0.1475
H -2.5484 0.2041 1.3916
H -1.1147 0.6361 0.7855
H 3.0701 0.3934 -0.1142
```

For the frontier orbital gap, the calculation gives 10.7 eV. The largest force on an atom comes out at 0.12112 hartree/bohr. The LUMO energy is -3.7 eV. The value obtained for the energy above the lowest of the compared OMol25 structures with the same formula, charge and spin is 75.6 kcal/mol. Its charge is +1. The highest occupied orbital energy is -14.46 eV.


(7)
A molecular structure, C5H6O2 at a distorted geometry, computed with ωB97M-V/def2-TZVPD.

XYZ file:
```
13
C5H6O2 ωB97M-V/def2-TZVPD
C -0.2353 0.7481 0.2654
H 2.8658 -0.2625 -0.0527
C 1.8141 -0.0311 -0.0286
C 1.1403 1.1259 -0.1104
H -0.2907 0.6631 1.3873
C -0.1900 -0.6436 -0.2792
O 1.0190 -1.2204 0.1421
O -1.5929 0.8319 -0.1597
H 1.5735 2.0603 -0.0363
H -0.2042 -0.5919 -1.3907
H -2.3784 -1.1140 -0.6074
H -1.8705 -0.9095 1.1258
C -1.7131 -0.6556 0.1052
```

For the frontier orbital gap, the calculation gives 10.2 eV. The largest force on an atom comes out at 0.04834 hartree/bohr. The LUMO energy is 1.1 eV. The value obtained for the energy above the lowest of the compared OMol25 structures with the same formula, charge and spin is 96.2 kcal/mol. Its charge is 0. The highest occupied orbital energy is -9.18 eV.


(8)
A molecular structure, C22H31N2O8W at a distorted geometry, computed with ωB97M-V/def2-TZVPD.

XYZ file:
```
64
C22H31N2O8W ωB97M-V/def2-TZVPD
O 1.0418 1.9686 0.6312
H -0.9800 1.8330 2.7665
C -2.7769 1.1662 0.8147
C -1.3884 1.6043 -2.7856
C 1.9741 -2.9775 0.6184
H -2.2309 -0.3189 -3.3434
H 0.7195 1.7458 -2.1610
C 1.8614 -3.1220 -0.9404
C 2.5179 -2.0388 -1.7812
H 0.3236 -2.4019 1.9754
H 2.5191 -3.8128 1.0594
H -2.5967 -1.5855 2.9023
C 3.2185 4.1156 2.3763
C 0.5140 -2.9018 1.0282
C -0.2444 -4.1992 0.7896
H 3.4119 1.1393 -1.1862
H -0.0528 -5.0952 -1.2290
O 3.9063 -1.5539 0.7833
H 0.3325 -5.0496 1.1496
H -0.1142 3.3036 -2.2826
N 3.2759 2.0286 0.6176
H -0.3560 0.2189 2.4063
H 0.3734 2.4178 -3.7351
C -2.7006 -1.0757 1.9421
H 3.8268 3.4145 2.9489
C -1.2581 0.1670 -3.2794
W 1.0238 -0.0242 -0.0857
H -5.1909 3.1056 -0.5906
O 0.0311 -2.0262 -0.0615
H 3.7596 4.5289 1.5253
H -4.6215 1.9666 1.5250
H -3.6879 -1.3060 1.5446
O 3.3687 -2.2045 -2.6003
C -2.2332 1.7166 -1.5337
C 2.7175 -1.7064 1.0171
H -3.6950 2.9052 -2.5364
H -3.3195 0.7675 2.7801
O -0.7730 0.3936 -0.1928
C -3.9529 1.9016 0.6762
H -1.9655 2.1433 -3.5445
N 3.1678 0.9052 -0.2255
H 3.7660 0.1273 0.1309
O 1.9490 -0.8001 -1.6185
O 1.9589 -0.7484 1.5625
O 2.0139 3.4612 1.9197
C -0.4341 -4.2011 -0.7392
H -1.4830 -4.0851 -1.0057
C -3.4323 2.4264 -1.6012
C -4.2777 2.5349 -0.5108
C -0.0360 2.3131 -2.7302
H -0.6297 -0.4248 -2.6105
H -1.2744 0.4858 3.8692
H -1.1984 -4.1940 1.3121
C -2.5192 0.4301 2.1119
H 2.2341 -4.0875 -1.2791
C 2.0919 2.4782 1.0745
H 0.0567 -2.5045 -2.0861
H -1.9623 -1.4868 1.2486
C -1.9452 1.1135 -0.3065
H -0.7961 0.1396 -4.2678
C -1.2082 0.7692 2.8181
C 0.3461 -2.9670 -1.1468
H 4.1606 2.2476 1.0494
H 2.8729 4.9156 3.0223
```

For the frontier orbital gap (spin up / spin down), the calculation gives 7.8 / 8.0 eV. Its expectation value of S² is 2.01. The largest force on an atom comes out at 0.03277 hartree/bohr. The LUMO energy (spin up / spin down) is -2.6 / -3.1 eV. The value obtained for the energy above the lowest of the compared OMol25 structures with the same formula, charge and spin is 13.5 kcal/mol. As for the spin multiplicity: 3. Its charge is +1. The highest occupied orbital energy (spin up / spin down) is -10.46 / -11.10 eV.


Which value of charge does entry 3 give? 0


Which formula does entry 4 have? C21H39NOP2Sn